62
Properties=species:S:1:pos:R:3:lowdin_charge:R:1 method="wB97M-V/def2-TZVPD" lumo_ev="0.34 / 0.19" gap_ev="6.1502 / 7.7682" multiplicity=3 s_squared=2.0177
Ti 0.103 0.303 0.322 0.4589
O -3.189 4.277 3.866 0.0970
C -2.516 3.354 3.161 -0.3028
C -3.134 2.341 2.435 0.0167
C -2.363 1.468 1.708 -0.2006
N -1.014 1.493 1.656 -0.1092
C -0.464 2.441 2.419 -0.6637
Br 1.422 2.417 2.492 0.8830
C -1.129 3.392 3.159 -0.0306
H -4.136 4.137 3.772 0.1178
H -4.213 2.248 2.420 0.1262
H -2.848 0.695 1.137 0.0823
H -0.590 4.136 3.725 0.1176
S -1.909 2.254 -1.204 0.5954
C -2.182 0.604 -1.313 -1.1434
N -1.575 -0.339 -0.596 -0.1541
C -1.951 -1.626 -0.975 -0.3086
C -1.455 -2.824 -0.463 -0.0507
C -1.927 -4.022 -0.969 -0.0752
C -2.894 -4.053 -1.972 -0.0935
C -3.401 -2.874 -2.490 -0.0945
C -2.920 -1.674 -1.988 -0.4728
S -3.334 -0.056 -2.483 1.0199
H -0.711 -2.811 0.320 0.0825
H -1.542 -4.953 -0.573 0.1053
H -3.251 -5.003 -2.349 0.1011
H -4.155 -2.872 -3.266 0.1061
Cl -1.938 -1.634 2.573 0.7416
C -0.219 -1.643 2.813 -0.6665
C 0.586 -0.897 1.938 -0.3080
C 1.954 -0.974 2.222 -0.7204
Cl 3.001 -0.103 1.143 0.6910
C 2.505 -1.724 3.250 -0.7053
Cl 4.211 -1.776 3.488 0.6809
C 1.659 -2.452 4.082 -0.7119
Cl 2.305 -3.397 5.365 0.6765
C 0.285 -2.410 3.858 -0.7076
Cl -0.774 -3.318 4.867 0.6778
C 1.981 -2.478 -3.210 -0.0540
C 1.209 -1.348 -3.438 -0.0411
C 0.743 -0.619 -2.366 -0.1726
N 1.006 -0.912 -1.072 -0.0970
C 1.703 -2.052 -0.874 -0.1493
C 2.206 -2.837 -1.890 -0.0414
H 2.383 -3.057 -4.030 0.1082
H 0.957 -1.036 -4.443 0.1132
H 0.115 0.245 -2.541 0.0683
H 1.860 -2.343 0.154 0.0930
H 2.769 -3.727 -1.645 0.1116
C 1.878 4.062 -0.490 -0.3193
As 1.454 2.251 -1.127 1.0173
C 0.918 2.863 -2.919 -0.3163
C 3.288 1.740 -1.621 -0.3089
H 2.296 4.640 -1.313 0.0278
H 2.595 4.021 0.325 -0.0069
H 0.968 4.547 -0.137 0.0256
H 1.775 3.342 -3.394 0.0264
H 0.112 3.586 -2.816 0.0038
H 0.567 2.057 -3.561 0.0154
H 3.721 2.492 -2.281 0.0269
H 3.285 0.776 -2.130 0.0180
H 3.913 1.661 -0.731 -0.0065

57
Properties=species:S:1:pos:R:3:lowdin_charge:R:1 method="wB97M-V/def2-TZVPD" charge=+3 lumo_ev="-11.92 / -11.92" gap_ev="5.7487 / 5.7503" multiplicity=1
W 1.157 -0.798 -0.574 1.5209
N 2.033 -1.640 1.339 -0.0363
N 3.031 -0.764 1.825 0.0752
C 3.547 0.143 0.926 -0.5384
O 4.503 0.811 1.019 0.2530
O 2.675 0.192 -0.190 -0.2212
H 1.347 -1.796 2.075 0.1231
H 2.428 -2.554 1.090 0.1443
H 3.664 -1.121 2.533 0.1915
O 1.011 -1.228 -2.549 -0.0459
C 1.350 -2.442 -2.204 -0.4767
O 2.207 -2.467 -1.255 -0.0235
C 0.434 -3.562 -2.415 -0.1517
C 0.462 -4.559 -3.366 0.0410
C -0.510 -5.555 -3.302 0.0117
C -1.471 -5.552 -2.299 0.0001
C -1.493 -4.554 -1.332 -0.0545
C -0.540 -3.546 -1.393 -0.4716
S -0.616 -2.259 -0.153 0.8314
H 1.223 -4.573 -4.134 0.1451
H -0.506 -6.346 -4.040 0.1384
H -2.213 -6.338 -2.262 0.1373
H -2.241 -4.561 -0.550 0.1266
C -4.385 0.791 2.522 -0.0110
C -3.571 -0.328 2.645 -0.0335
C -2.292 -0.319 2.108 -0.1282
C -1.852 0.829 1.454 -0.3977
C -2.649 1.969 1.344 -0.0804
C -3.928 1.935 1.875 -0.0239
As -0.076 0.993 0.809 1.3476
C 0.874 2.391 1.668 -0.3785
C 1.051 2.232 3.043 -0.0977
C 1.687 3.239 3.750 -0.0273
C 2.132 4.378 3.087 -0.0073
C 1.937 4.525 1.719 -0.0222
C 1.306 3.528 0.990 -0.0801
C -0.035 1.103 -1.139 -0.5043
C -1.232 0.734 -1.833 -0.0801
C -1.375 1.034 -3.163 0.0025
C -0.340 1.687 -3.845 0.0568
C 0.834 2.075 -3.194 0.0060
C 0.988 1.812 -1.853 -0.0955
H -5.381 0.777 2.944 0.1322
H -3.928 -1.204 3.169 0.1273
H -1.657 -1.188 2.225 0.0676
H -2.284 2.872 0.868 0.1204
H -4.564 2.807 1.796 0.1306
H 0.681 1.356 3.566 0.1117
H 1.827 3.140 4.818 0.1293
H 2.625 5.163 3.643 0.1329
H 2.268 5.424 1.216 0.1303
H 1.132 3.667 -0.070 0.1004
H -2.028 0.236 -1.292 0.1138
H -2.288 0.777 -3.683 0.1404
H -0.459 1.910 -4.898 0.1455
H 1.612 2.595 -3.736 0.1429
H 1.888 2.129 -1.343 0.1098

56
Properties=species:S:1:pos:R:3:lowdin_charge:R:1 method="wB97M-V/def2-TZVPD" charge=+1 lumo_ev="-5.98 / -5.99" gap_ev="4.8521 / 4.8464" multiplicity=1
Au -0.259 0.481 0.124 0.7465
C 4.105 -0.207 1.059 0.0008
C 2.629 0.033 1.050 -0.2317
N 1.951 0.153 -0.043 -0.0345
N 2.380 0.090 -1.258 0.0822
C 1.473 0.154 -2.234 -0.4154
O 0.236 0.277 -2.027 -0.1202
C 1.966 0.070 -3.610 -0.1515
C 1.041 0.045 -4.656 -0.0109
C 1.472 -0.040 -5.966 -0.0627
C 2.830 -0.094 -6.243 -0.0621
C 3.753 -0.048 -5.207 -0.0670
C 3.331 0.029 -3.896 -0.0214
C 1.878 0.117 2.288 -0.2023
C 2.470 -0.030 3.546 0.0208
C 1.678 0.011 4.681 -0.0165
C 0.307 0.191 4.551 -0.0174
C -0.207 0.355 3.278 -0.1044
N 0.550 0.313 2.197 0.0039
H 4.464 -0.276 0.036 0.0771
H 4.335 -1.136 1.581 0.0988
H 4.622 0.610 1.564 0.0990
H -0.012 0.084 -4.421 0.1153
H 0.750 -0.054 -6.767 0.1075
H 3.170 -0.176 -7.264 0.1087
H 4.810 -0.066 -5.426 0.1080
H 4.044 0.059 -3.086 0.1061
H 3.535 -0.166 3.630 0.1176
H 2.120 -0.104 5.657 0.1222
H -0.345 0.218 5.407 0.1177
H -1.262 0.526 3.110 0.1056
Se -2.024 -1.670 0.038 0.3305
P -3.546 -0.100 0.052 0.2215
Se -2.488 1.817 0.238 0.4426
C -4.482 -0.205 -1.508 -0.4109
C -4.285 0.724 -2.521 -0.1058
C -4.902 0.534 -3.746 -0.0642
C -5.695 -0.582 -3.958 -0.0598
C -5.882 -1.510 -2.944 -0.0615
C -5.277 -1.328 -1.714 -0.0907
C -4.604 -0.230 1.533 -0.4224
C -4.414 -1.229 2.479 -0.1135
C -5.148 -1.199 3.652 -0.0671
C -6.061 -0.180 3.875 -0.0620
C -6.245 0.817 2.928 -0.0636
C -5.513 0.799 1.756 -0.1055
H -3.655 1.586 -2.349 0.0631
H -4.748 1.254 -4.536 0.1111
H -6.162 -0.732 -4.921 0.1119
H -6.493 -2.383 -3.120 0.1120
H -5.415 -2.049 -0.918 0.1127
H -3.701 -2.025 2.297 0.0600
H -4.996 -1.965 4.399 0.1106
H -6.625 -0.157 4.796 0.1115
H -6.943 1.620 3.113 0.1125
H -5.627 1.579 1.014 0.1071

56
Properties=species:S:1:pos:R:3:lowdin_charge:R:1 method="wB97M-V/def2-TZVPD" charge=+1 lumo_ev="-4.97 / -5.13" gap_ev="6.7556 / 6.6044" multiplicity=1
Ir 0.269 -0.572 1.543 1.1718
O 4.008 -0.611 3.145 0.1693
C 3.141 -0.826 2.352 -0.5449
O 2.067 -0.027 2.261 -0.1680
C 3.224 -1.928 1.301 -0.0837
C 2.741 -1.402 -0.049 -0.2116
C 3.076 -2.358 -1.182 -0.0680
C 2.086 -3.523 -0.933 -0.0714
C 1.349 -3.064 0.314 -0.2170
O 1.280 -1.601 0.067 -0.2708
C 2.228 -3.117 1.559 -0.0884
C 1.438 -2.919 2.853 -0.5647
O 1.802 -3.381 3.895 0.1602
O 0.302 -2.224 2.717 -0.2172
H 4.256 -2.268 1.256 0.1690
H 2.934 -0.350 -0.234 0.1579
H 4.120 -2.662 -1.128 0.1315
H 2.906 -1.891 -2.150 0.1241
H 2.575 -4.481 -0.767 0.1318
H 1.393 -3.632 -1.765 0.1193
H 0.341 -3.443 0.448 0.1621
H 2.756 -4.065 1.638 0.1690
Cl -1.256 0.410 3.056 0.8102
C -2.686 0.623 2.018 -0.5575
C -3.914 0.654 2.637 -0.0680
C -5.040 0.796 1.832 -0.0343
C -4.918 0.899 0.455 -0.0415
C -3.664 0.875 -0.141 -0.0500
C -2.522 0.745 0.642 -0.3789
P -0.839 0.744 -0.012 0.9353
C -0.235 2.440 0.152 -0.3698
C 1.136 2.666 0.024 -0.0925
C 1.643 3.943 0.187 -0.0515
C 0.787 4.995 0.491 -0.0522
C -0.575 4.772 0.625 -0.0559
C -1.091 3.495 0.455 -0.0685
C -0.868 0.277 -1.740 -0.3603
C -0.618 1.214 -2.740 -0.0615
C -0.653 0.820 -4.070 -0.0535
C -0.942 -0.496 -4.398 -0.0532
C -1.198 -1.431 -3.401 -0.0605
C -1.156 -1.048 -2.072 -0.0966
H -4.000 0.554 3.710 0.1230
H -6.018 0.813 2.293 0.1227
H -5.802 0.997 -0.160 0.1197
H -3.566 0.959 -1.216 0.1212
H 1.810 1.844 -0.188 0.0975
H 2.706 4.116 0.095 0.1161
H 1.186 5.991 0.630 0.1151
H -1.239 5.592 0.862 0.1141
H -2.156 3.329 0.558 0.1075
H -0.394 2.241 -2.483 0.1104
H -0.459 1.545 -4.849 0.1155
H -0.971 -0.798 -5.437 0.1154
H -1.428 -2.455 -3.663 0.1140
H -1.353 -1.776 -1.292 0.1081